No. 1
The following is a quantum chemistry calculation of a molecular structure, C13H25IN6O3Ru in a non-equilibrium geometry, from the OMol25 dataset.

Geometry (Å):
Ru (-1.240171, 0.777951, 0.196116)
N (-2.362071, -1.218749, 0.821716)
C (-1.962571, -1.613649, 2.180216)
C (-2.293171, -0.472749, 3.142916)
N (-1.676471, 0.773851, 2.684816)
C (-2.370771, 1.989651, 3.113516)
C (-2.051371, 3.149251, 2.170616)
N (-2.368971, 2.753251, 0.792016)
H (-3.373771, -1.054549, 0.801016)
H (-2.162771, -1.968749, 0.156316)
H (-0.886671, -1.822049, 2.180916)
H (-2.490971, -2.519349, 2.509116)
H (-1.971371, -0.740049, 4.156016)
H (-3.376871, -0.335449, 3.167216)
H (-0.704071, 0.811351, 2.999016)
H (-2.108271, 2.267551, 4.141416)
H (-3.446471, 1.798851, 3.089516)
H (-0.991171, 3.416751, 2.220716)
H (-2.637071, 4.023951, 2.484316)
H (-2.141371, 3.512851, 0.144816)
H (-3.376271, 2.575951, 0.715016)
N (-0.268871, 0.238451, -4.063684)
C (-1.336871, 0.594851, -3.365884)
O (-1.370371, 0.560551, -2.131384)
C (-2.533971, 1.017551, -4.190284)
I (-2.167071, 2.963751, -5.131784)
H (0.587429, -0.030049, -3.601884)
H (-0.259571, 0.289051, -5.071684)
H (-3.420871, 1.119251, -3.568684)
H (-2.716771, 0.313951, -5.003684)
O (3.242329, -4.362549, -2.702184)
C (3.933829, -3.886549, -1.620884)
N (3.209829, -2.771649, -1.097184)
C (3.864129, -1.775549, -0.425784)
O (5.050529, -1.835649, -0.234384)
C (3.063929, -0.589049, 0.039316)
C (3.798929, 0.495151, 0.532516)
C (3.140229, 1.643551, 0.939216)
C (1.756829, 1.677051, 0.842016)
N (1.051229, 0.632451, 0.404916)
C (1.677429, -0.478449, 0.014616)
H (3.640129, -5.159949, -3.081784)
H (4.967029, -3.552149, -1.857784)
H (4.061029, -4.661449, -0.833884)
H (2.242829, -2.732549, -1.381284)
H (4.877829, 0.416951, 0.584716)
H (3.681529, 2.497251, 1.318916)
H (1.190329, 2.561251, 1.123816)
H (1.029729, -1.291349, -0.303284)

Cartesian forces, eV/Å:
0.1088 -0.3111 -0.1803
0.1663 0.6548 -0.7738
0.2158 0.0397 0.8942
-0.0978 -0.8090 -0.0960
0.7291 0.0739 -0.8173
-0.1354 0.7563 -0.0740
0.1272 -0.0328 0.9666
0.1873 -0.6280 -0.8404
0.1720 -0.1235 -0.1773
-0.1665 0.0871 0.0327
-0.1487 -0.0493 0.0021
0.1675 0.1501 -0.1882
-0.0614 0.0904 -0.1249
0.0488 0.0576 0.0454
-0.1382 -0.0404 0.0767
-0.0593 -0.0846 -0.1359
0.0476 -0.0340 0.0394
-0.1138 0.0293 0.0056
0.1725 -0.1146 -0.1981
-0.1907 -0.1045 0.0227
0.1848 0.1612 -0.1609
-0.0235 -0.0463 0.6785
-0.2020 0.1721 -3.0437
0.1745 0.1001 3.7401
0.1090 0.4807 0.0686
-0.0972 -0.6974 0.4381
-0.0107 -0.0109 -0.0568
-0.0567 0.0595 -0.0416
0.1286 -0.0208 -0.0773
0.0388 0.0948 0.1061
-0.9291 -0.1631 -1.0270
2.3015 -1.0048 0.9227
-0.6040 1.1363 0.4284
-0.4818 -1.4858 -1.0309
0.3350 0.5710 0.5122
-0.3139 0.4322 0.1577
-0.1743 -0.0918 -0.0528
-0.4539 -0.0164 -0.0459
0.4073 0.6799 0.3315
-1.6328 0.2462 -0.0963
0.5638 -0.7700 -0.2295
0.0117 0.2721 0.2871
-0.5694 -0.0129 -0.0360
-0.2112 0.2998 -0.2511
0.1001 0.0868 0.1024
0.0323 -0.0998 -0.0455
-0.0185 0.0674 0.0002
0.1547 -0.0305 0.0044
0.2062 -0.0169 -0.0619

Its spin multiplicity is 6. The charge is +3. The HOMO energy (spin up / spin down) comes out at -0.607 / -0.607 hartree. The value obtained for the LUMO energy (spin up / spin down) is -9.4 / -13.1 eV. The calculation puts the total energy at -1456.1549 Ha. As for the energy relative to the best compared isomer or geometry (same formula, charge and spin): 100.7 kJ/mol. Its molar mass is 541.4 g mol⁻¹.


No. 2
The following is a quantum chemistry calculation of 2 unconnected molecules or ions with the total composition C6H18NO5P2S2 in a non-equilibrium geometry, from the OMol25 dataset.

Geometry (Å):
N (3.423425, -2.897396, 1.943022)
P (4.230515, -1.831056, 0.976530)
S (3.270669, 0.102053, 0.989546)
C (3.946608, 0.986159, -0.517025)
C (5.352243, 1.767032, -0.061000)
O (5.147832, 2.283873, 1.309102)
P (1.170142, -0.301295, 0.852892)
O (0.705405, -0.976216, -0.683619)
O (0.184235, 1.060076, 1.309841)
H (3.141513, -3.663204, 1.282706)
H (4.287468, -2.321326, -0.396352)
H (5.593021, -1.619028, 1.431959)
H (3.199853, 1.711764, -1.051117)
H (4.311516, 0.136295, -1.269074)
H (5.627006, 2.652722, -0.794991)
H (6.271500, 1.007295, -0.103162)
H (5.856085, 1.898254, 1.906812)
H (-0.306047, -1.001066, -0.760842)
H (0.677716, 1.713415, 1.887242)
C (-5.471563, -0.533666, 0.001967)
C (-5.079682, 0.942188, -0.051736)
C (-3.573756, 1.008088, -0.300557)
S (-3.149714, -0.478612, -1.195862)
O (-2.294151, -1.292541, -0.358207)
O (-2.797654, -0.130911, -2.558069)
C (-4.785206, -1.186235, -1.188754)
H (-6.556571, -0.667430, -0.036647)
H (-5.107868, -0.979008, 0.935688)
H (-5.611665, 1.430984, -0.876969)
H (-5.350910, 1.466706, 0.869792)
H (-3.302677, 1.881926, -0.898422)
H (-3.012736, 1.010146, 0.638017)
H (-4.722053, -2.272575, -1.105929)
H (-5.274501, -0.907412, -2.126781)

Cartesian forces, eV/Å:
1.7335 1.6648 -2.5549
-1.2717 -5.1434 1.4364
1.2828 3.0369 -1.9292
2.8365 0.1938 -1.6037
0.3474 -0.2271 0.0066
1.5295 -1.3965 -0.8648
-4.9936 -3.1059 0.7342
0.2837 2.5368 2.1224
2.8036 -0.3024 -1.1405
-0.1012 0.8413 0.7813
0.2409 1.0723 0.7481
-1.0449 0.7660 -0.4666
1.1083 -1.6027 1.4289
-1.1870 1.8999 1.3916
-0.8831 -1.8319 1.4977
-2.1081 1.5306 0.1372
-1.2172 0.8309 -1.1589
0.9960 0.0048 0.2978
-0.7350 -0.9083 -0.8100
-0.1062 -0.0472 0.2866
-0.3575 0.2159 0.0084
0.0465 0.6064 0.3726
-0.9886 0.6231 -1.0814
0.9531 -0.0952 -0.1092
0.4504 -0.3821 0.7121
-0.4108 -0.3726 0.0990
0.1953 -0.0146 0.0028
-0.0801 0.0017 -0.1297
0.0931 -0.0752 0.1287
0.0722 -0.0638 -0.1809
0.1452 -0.2657 0.0408
0.0053 -0.0855 -0.1710
0.1485 0.1216 -0.1071
0.2133 -0.0268 0.0746

The charge is +1. The HOMO energy comes out at -0.456 hartree. The value obtained for the LUMO energy is -4.7 eV. The calculation puts the total energy at -2149.0673 Ha. Its molar mass is 310.3 g mol⁻¹.


No. 3
The following is a quantum chemistry calculation of a single C2H3N3O2 molecule in a non-equilibrium geometry, from the OMol25 dataset.

Geometry (Å):
N (4.192794, 0.421198, -0.770599)
C (3.603380, -0.050367, 0.070680)
O (2.906015, -0.564668, 0.966117)
N (1.340618, -0.673580, 0.383843)
C (0.856291, 0.596196, 0.011932)
N (-0.470506, 0.631509, -0.165735)
O (1.582584, 1.592124, -0.125779)
H (0.783372, -1.016706, 1.281513)
H (-0.800391, -0.216478, -0.622613)
H (-0.690837, 1.506528, -0.584817)

Cartesian forces, eV/Å:
2.0718 1.0812 -2.2529
-0.3848 -0.1726 0.1269
-4.5591 -1.0127 1.0293
0.9318 -1.3681 3.0662
3.3996 3.2628 0.3204
-0.6972 -1.4901 -0.1945
-1.5095 -2.0903 0.4802
1.8960 0.8338 -2.1787
-0.5216 0.4753 0.0912
-0.6269 0.4807 -0.4882

The HOMO energy comes out at -0.387 hartree. The value obtained for the LUMO energy is -1.0 eV. The calculation puts the total energy at -392.6515 Ha. As for the energy relative to the best compared isomer or geometry (same formula, charge and spin): 373.0 kJ/mol. Its SMILES is N#CONC(N)=O. Its molar mass is 101.1 g mol⁻¹.


No. 4
The following is a quantum chemistry calculation of a molecular structure, C20H41ErN2P3S in a non-equilibrium geometry, from the OMol25 dataset.

Geometry (Å):
Er (-0.257155, -0.639267, 0.503744)
P (1.835885, 0.940920, 2.014298)
P (-1.908004, 1.827513, 1.362676)
P (0.713639, 1.335672, -1.220648)
H (-0.558739, -3.628136, 0.550033)
C (0.381330, -3.224013, 0.115135)
C (1.398247, -2.454882, 0.721016)
H (1.710995, -2.398543, 1.774118)
C (2.403245, 0.559063, 3.737492)
C (1.812675, 2.774432, 2.304316)
C (3.510620, 0.862006, 1.252067)
C (-3.522210, 1.443392, 0.568796)
C (-2.591981, 2.278404, 3.016197)
C (-1.746642, 3.557663, 0.752808)
C (2.081306, 0.598075, -2.240946)
C (1.414358, 3.034193, -1.266039)
C (-0.568704, 1.762044, -2.500619)
H (0.601079, -3.695171, -0.870521)
H (2.240083, -2.236151, 0.047894)
H (2.370604, -0.524935, 3.912058)
H (1.782833, 1.082424, 4.483142)
H (3.444057, 0.906302, 3.821165)
H (0.989920, 3.037361, 2.987381)
H (1.709100, 3.343326, 1.368809)
H (2.771147, 3.018256, 2.788815)
H (3.794765, -0.192596, 1.129902)
H (4.187563, 1.345582, 1.976956)
H (3.555166, 1.382908, 0.284864)
H (-4.190966, 2.304435, 0.712920)
H (-3.952920, 0.554989, 1.047394)
H (-3.388180, 1.246309, -0.502602)
H (-3.323018, 3.090773, 2.887633)
H (-1.796932, 2.620720, 3.692708)
H (-3.088261, 1.409696, 3.466745)
H (-2.624025, 4.120562, 1.106497)
H (-1.711259, 3.601621, -0.341203)
H (-0.840144, 4.028463, 1.153217)
H (2.010750, 0.977817, -3.274204)
H (2.024211, -0.498512, -2.249749)
H (3.060290, 0.880611, -1.823600)
H (1.509515, 3.289205, -2.332530)
H (2.408289, 3.116919, -0.814316)
H (0.745445, 3.769333, -0.805882)
H (-0.035750, 2.034206, -3.430333)
H (-1.172466, 2.624346, -2.175727)
H (-1.255983, 0.924007, -2.686932)
C (-0.635229, -2.695371, -4.097147)
C (-1.706797, -2.553401, -4.999229)
C (-1.830537, -3.346253, -6.144714)
C (-0.909288, -4.390533, -6.374492)
C (0.164772, -4.556146, -5.495488)
C (0.287538, -3.738730, -4.361950)
S (-0.395257, -1.572817, -2.737495)
H (-1.193411, -1.783075, -1.543995)
H (-2.424164, -1.736967, -4.826132)
H (-2.628152, -3.143895, -6.869686)
H (-1.080345, -5.097214, -7.188444)
H (0.910678, -5.318767, -5.712510)
H (1.149889, -3.853491, -3.705728)
N (-0.824689, -0.927488, 4.963432)
C (-1.042904, -2.242329, 4.584249)
C (-0.942726, -2.272059, 3.236671)
N (-0.679838, -0.976546, 2.776158)
C (-0.592764, -0.191702, 3.873360)
H (-0.851792, -0.559862, 5.914666)
H (-1.265405, -3.024730, 5.284124)
H (-1.035858, -3.079412, 2.525871)
H (-0.407495, 0.869468, 3.893554)

Cartesian forces, eV/Å:
-0.3963 2.7043 1.2117
1.2883 0.9401 0.4796
-1.1893 0.8687 -0.2243
0.5766 1.1143 -2.2458
0.7483 0.4168 0.2036
2.4773 -0.4394 0.9088
-0.4765 -3.0204 -1.7701
-1.1671 0.4379 -0.0499
-0.3850 -0.5881 -0.0244
-0.5888 -0.0767 -0.3511
-0.1217 -0.2297 -0.1435
0.1790 -0.3313 -0.0621
0.4275 -0.4883 0.3769
0.5449 0.0228 -0.1637
0.0523 -0.5389 0.1770
0.1491 0.5190 0.6967
-0.5151 -0.4432 0.0601
-0.4204 1.1054 0.4871
-0.2392 -0.1102 0.1385
0.0846 0.2639 0.2115
0.3092 -0.2803 -0.2599
-0.4448 -0.1288 0.1045
0.2553 0.0290 -0.2272
0.0398 -0.1453 0.4125
-0.3660 -0.0081 -0.1918
0.1689 0.3285 -0.0712
-0.1070 -0.2176 -0.5801
0.0498 -0.2334 0.3368
0.0993 -0.3510 -0.1316
-0.0952 0.1829 -0.1594
-0.1799 0.0966 0.1484
0.2543 -0.3400 0.0102
-0.2682 0.0357 -0.1101
0.0724 0.2175 -0.0195
0.3175 -0.1957 -0.1999
-0.0192 0.0143 0.2384
-0.2125 -0.0189 -0.0849
0.0169 -0.1683 0.4202
0.1324 0.3677 -0.1840
-0.3878 -0.0041 -0.1241
-0.0329 -0.1809 0.3337
-0.2183 -0.0712 -0.0121
0.1429 -0.1362 -0.0561
-0.3291 -0.2015 0.4071
0.3507 -0.2638 -0.0360
0.2675 0.4183 -0.1511
-0.4875 -1.7915 -0.5654
-0.4172 1.0250 -0.0496
0.4368 -0.2039 0.2479
-0.5259 0.4600 0.5566
-0.1842 0.3859 0.2526
0.2891 0.3349 0.1329
0.0780 0.4447 0.4597
-0.0750 -0.6406 -1.2800
0.2722 -0.4956 -0.1532
0.2737 -0.1632 0.4921
0.2625 0.3856 0.0820
-0.1521 0.1577 0.2560
-0.1718 -0.1201 -0.1368
0.0109 -0.1215 -0.1068
-0.0430 0.1043 0.2345
0.0642 0.8464 -0.1809
0.1995 0.1871 0.4406
-0.5592 -1.1233 -0.6757
0.0176 -0.2629 -0.3011
0.0214 -0.0309 0.1788
-0.1074 -0.1231 0.4386
-0.0472 -0.1276 -0.0523

Its spin multiplicity is 4. The charge is +3. The HOMO energy (spin up / spin down) comes out at -0.606 / -0.606 hartree. The value obtained for the LUMO energy (spin up / spin down) is -10.8 / -10.7 eV. The calculation puts the total energy at -3332.5018 Ha. As for the energy relative to the best compared isomer or geometry (same formula, charge and spin): 0.0 kJ/mol. Its molar mass is 601.8 g mol⁻¹.